(1)
# C10H27NO2Si2

An isolated molecule of C10H27NO2Si2 at a distorted geometry (wB97M-V/def2-TZVPD, the OMol25 dataset).

Output
SMILES ... C[Si](C)(C)OCCNCCO[Si](C)(C)C
Energy ... -1181.5455 hartree
Total charge ... 0
LUMO ... 0.028 Eh
Multiplicity ... 1
E_HOMO ... -8.78 eV

Element x y z (Å)
C -1.6985 -3.5271 2.8143
Si -1.3068 -2.1230 1.6027
C -2.1882 -2.4512 -0.0071
C -1.7788 -0.4005 2.2163
O 0.3248 -2.0826 1.1935
C 1.2258 -1.4331 2.0548
C 2.6489 -1.3137 1.4466
N 2.6427 -1.0327 0.0325
C 1.9278 0.2314 -0.2502
C 1.9638 0.6553 -1.7107
O 1.7687 2.0148 -1.9536
Si 0.1592 2.5391 -2.0467
C -0.1571 3.4746 -0.4630
C -0.0814 3.6139 -3.5108
C -1.0354 1.1442 -2.2502
H -2.6533 -3.2893 3.2646
H -1.7558 -4.4972 2.3120
H -0.9986 -3.6116 3.6379
H -2.3022 -3.5272 -0.1120
H -3.1781 -1.9905 -0.0667
H -1.5187 -2.0962 -0.7974
H -1.2970 0.3562 1.5929
H -1.4060 -0.3561 3.2462
H -2.8615 -0.2337 2.2747
H 0.8658 -0.4150 2.2529
H 1.2298 -2.0287 2.9866
H 3.2433 -2.2345 1.5524
H 3.2730 -0.5839 1.9880
H 2.2108 -1.7954 -0.4618
H 0.8786 0.1543 0.1189
H 2.3785 1.0075 0.3679
H 1.2594 0.0701 -2.3284
H 2.9489 0.4181 -2.0997
H 0.6463 3.2916 0.2480
H -0.0460 4.5240 -0.7176
H -1.1352 3.3023 -0.0290
H -0.1095 3.0716 -4.4445
H -0.9915 4.2119 -3.4575
H 0.7232 4.3440 -3.5222
H -0.6868 0.4526 -2.9917
H -1.1796 0.5582 -1.3650
H -1.9534 1.5876 -2.6180

(2)
# C23H29CrF3N3OSSbSe4Si

A structure of composition C23H29CrF3N3OSSbSe4Si at a distorted geometry (wB97M-V/def2-TZVPD, the OMol25 dataset).

Output
⟨S²⟩ ... 6.050
Energy ... -13010.9179 hartree
Total charge ... 0
LUMO (alpha / beta) ... -0.041 / -0.046 Eh
Multiplicity ... 5
E_HOMO (alpha / beta) ... -6.26 / -6.43 eV

Element x y z (Å)
Cr -0.9541 -0.3469 0.9673
C 0.9848 1.2174 3.7419
C 1.4649 1.0935 2.3241
C 2.7299 1.4821 1.9245
C 3.0832 1.3941 0.5799
C 2.1847 0.9308 -0.3488
C 0.9338 0.5128 0.1171
N 0.5959 0.6079 1.4334
N -0.0421 -0.0472 -0.6264
Si -0.4118 -0.0756 -2.3836
C 1.0385 -0.8608 -3.3148
C -2.0087 -0.9811 -3.0445
C -0.6092 1.7620 -2.8113
H 1.6893 0.7617 4.4369
H 0.0033 0.7460 3.8908
H 0.8786 2.2716 4.0016
H 3.4136 1.8562 2.6668
H 4.0729 1.6909 0.2681
H 2.4015 0.8642 -1.4021
H 0.9113 -1.9216 -3.5025
H 2.0207 -0.7210 -2.8706
H 1.0365 -0.3572 -4.2720
H -2.0083 -0.7597 -4.1101
H -2.9940 -0.6150 -2.6667
H -2.0243 -2.0829 -2.9577
H 0.1787 2.3736 -2.3715
H -1.5699 2.1819 -2.5158
H -0.5262 1.8321 -3.8876
Se -5.8134 -1.2076 -2.0645
Sb -4.2940 -2.2619 -0.4838
Se -4.2854 -3.7209 -2.4256
Se -5.7629 -3.3510 1.1126
Se -2.4252 -1.2785 0.3465
C 5.7444 -1.9069 0.2546
C 4.2995 -2.0716 0.5913
C 3.8327 -1.8140 1.8762
C 2.4966 -1.9670 2.1928
C 1.6289 -2.3870 1.2027
C 2.0584 -2.6288 -0.0969
C 3.3974 -2.4847 -0.3895
S -0.0988 -2.1841 1.4274
C -0.7219 -3.9046 1.5989
O -0.3144 -1.5056 2.7396
H 6.3018 -1.5087 1.0990
H 5.8640 -1.2370 -0.5961
H 6.1691 -2.8713 -0.0228
H 4.5087 -1.4712 2.6447
H 2.1229 -1.7441 3.1884
H 1.3428 -2.9092 -0.8704
H 3.7434 -2.6753 -1.3940
H -0.2652 -4.2996 2.4976
H -0.4243 -4.4431 0.6998
H -1.8264 -3.9048 1.6747
F -5.2669 4.6743 -1.2263
C -3.9906 4.8717 -0.9181
F -3.3347 5.1484 -2.0604
F -3.9212 5.9989 -0.1780
C -3.3676 3.7068 -0.2140
C -2.0010 3.7473 0.0793
C -1.3952 2.6681 0.6568
N -2.0466 1.4992 0.9605
C -3.4322 1.5575 0.7855
C -4.0964 2.5794 0.1754
H -1.4027 4.6158 -0.1536
H -0.3268 2.7018 0.8754
H -4.0113 0.6730 1.1360
H -5.1595 2.4865 0.0118

(3)
# C11H14O2

An isolated molecule of C11H14O2 at a distorted geometry (wB97M-V/def2-TZVPD, the OMol25 dataset).

Output
SMILES ... CC(=O)c1ccccc1C(C)(C)O
Energy ... -577.9720 hartree
Total charge ... 0
LUMO ... 0.023 Eh
Multiplicity ... 1
E_HOMO ... -9.56 eV

Element x y z (Å)
C 1.5637 -1.8726 -1.2641
C 1.7653 -1.3678 0.1688
O 2.3492 -2.0461 1.0014
C 1.2341 0.0098 0.4020
C 2.0789 0.9880 0.8100
C 1.8279 2.3580 0.7654
C 0.5940 2.7231 0.3869
C -0.3719 1.7814 0.0481
C -0.0800 0.4632 0.0760
C -1.3223 -0.5879 0.0348
C -2.3651 -0.1258 1.1044
C -1.9014 -0.6266 -1.3199
O -0.7642 -1.8230 0.2804
H 1.0592 -1.0938 -1.8055
H 1.1781 -2.9443 -1.3302
H 2.5622 -1.7684 -1.8098
H 3.1175 0.6073 1.0517
H 2.6090 2.9824 1.2225
H 0.4190 3.7997 0.3803
H -1.2711 2.1244 -0.3807
H -2.7015 0.7785 0.7201
H -1.7601 0.1835 2.0204
H -3.1733 -0.8817 1.3863
H -2.2113 0.3922 -1.8064
H -2.8977 -1.0710 -1.1276
H -1.3899 -1.1716 -2.0052
H -0.1482 -1.8109 0.9898

Record order is preserved below.
Energy above the lowest of the compared OMol25 structures with the same formula, charge and spin: 0.0, 184.1, 44.9 kcal per mole